# 1
The following is a quantum chemistry calculation of a 8-piece molecular cluster, C25H51FNO22P overall in a non-equilibrium geometry, from OMol25.

Geometry as ORCA input:
```
! RIJCOSX wB97M-V def2-TZVPD def2/J DEFGRID3
* xyz 0 1
C 1.6324 -0.4189 0.7071
C 1.3231 -0.0173 -0.7511
P -0.0474 1.1869 -1.0077
N -0.0292 2.1600 0.4010
C -1.5396 0.0656 -0.8411
C -2.0793 -0.0028 0.5381
O -2.6460 0.8499 1.1452
F -1.8400 -1.1913 1.1458
H 2.7009 -0.2820 0.9043
H 1.4222 -1.4724 0.9091
H 1.1114 0.2077 1.4350
H 2.2009 0.4696 -1.1900
H 1.1363 -0.8985 -1.3747
H -0.8370 2.0708 1.0099
H 0.0701 3.1314 0.1360
H -2.3166 0.4479 -1.5070
H -1.2312 -0.9256 -1.1795
C 4.4324 4.0244 -1.9448
O 5.6829 3.6138 -2.5041
C 5.8119 2.2937 -2.6340
O 4.9867 1.4708 -2.3312
O 7.0054 2.0420 -3.1697
C 7.2813 0.6525 -3.3665
H 4.4565 5.1086 -1.8904
H 3.6069 3.7091 -2.5814
H 4.3075 3.6118 -0.9452
H 6.5567 0.2092 -4.0472
H 7.2697 0.1209 -2.4171
H 8.2740 0.6023 -3.8035
C -0.9989 -1.4462 3.9915
O -1.8313 -1.7156 5.1262
C -1.3942 -2.7004 5.9045
O -0.3938 -3.3512 5.7281
O -2.2420 -2.8529 6.9178
C -1.8755 -3.8893 7.8376
H -1.4681 -0.6278 3.4614
H -0.0011 -1.1533 4.3164
H -0.9396 -2.3189 3.3466
H -0.9079 -3.6801 8.2899
H -1.8466 -4.8540 7.3346
H -2.6465 -3.8970 8.6022
C 3.4395 -7.9706 2.6022
O 2.0320 -7.7237 2.5888
C 1.6944 -6.4635 2.8704
O 2.4633 -5.5705 3.1186
O 0.3687 -6.3685 2.8309
C -0.1348 -5.0586 3.1242
H 3.5629 -9.0219 2.3590
H 3.9442 -7.3588 1.8567
H 3.8555 -7.7704 3.5879
H 0.2250 -4.3396 2.3883
H 0.1470 -4.7443 4.1240
H -1.2182 -5.1265 3.0603
C -0.9822 2.7813 -6.4180
O 0.1435 1.9575 -6.1055
C 1.3165 2.5788 -6.2106
O 1.4818 3.7230 -6.5484
O 2.2772 1.7175 -5.8787
C 3.5993 2.2532 -5.9526
H -1.8639 2.1582 -6.3020
H -1.0439 3.6251 -5.7331
H -0.9233 3.1386 -7.4443
H 3.7096 3.0976 -5.2739
H 3.8382 2.5579 -6.9699
H 4.2696 1.4543 -5.6480
C -7.6109 5.8333 0.9524
O -7.5642 4.4678 1.3703
C -6.5458 3.7729 0.8596
O -5.7102 4.2039 0.1071
O -6.6154 2.5287 1.3231
C -5.5682 1.6676 0.8541
H -8.4788 6.2676 1.4399
H -6.7116 6.3615 1.2638
H -7.7238 5.9010 -0.1281
H -4.6014 2.0433 1.1610
H -5.6140 1.5803 -0.2311
H -5.7470 0.6974 1.3084
C 2.8993 -4.4698 7.2766
O 2.0427 -4.7208 8.3969
C 2.4536 -5.6992 9.1981
O 3.4495 -6.3602 9.0604
O 1.5660 -5.8263 10.1886
C 1.8851 -6.8514 11.1320
H 2.4377 -3.6623 6.7162
H 3.8917 -4.1703 7.6084
H 2.9692 -5.3501 6.6409
H 2.8375 -6.6446 11.6165
H 1.9218 -7.8239 10.6448
H 1.0881 -6.8403 11.8699
C -5.5827 5.9328 -10.2441
O -4.4443 5.1256 -9.9326
C -3.2779 5.7643 -10.0313
O -3.1288 6.9149 -10.3482
O -2.3068 4.9070 -9.7174
C -0.9896 5.4611 -9.7772
H -6.4494 5.2898 -10.1228
H -5.6525 6.7775 -9.5613
H -5.5302 6.2902 -11.2707
H -0.8853 6.2832 -9.0718
H -0.7551 5.8046 -10.7828
H -0.3076 4.6630 -9.4979
*
```

As for the SMILES: CCP(N)CC(=O)F.COC(=O)OC.COC(=O)OC.COC(=O)OC.COC(=O)OC.COC(=O)OC.COC(=O)OC.COC(=O)OC.

=====

# 2
The following is a quantum chemistry calculation of C47H54F6N5O3P2STl as an isolated structure in a non-equilibrium geometry, from OMol25.

Geometry as ORCA input:
```
! RIJCOSX wB97M-V def2-TZVPD def2/J DEFGRID3
* xyz 0 1
Tl -2.6504 -1.2077 -1.7629
C -0.2290 -4.6371 -2.1322
C 0.3843 -6.0100 -1.6099
C 1.0601 -6.9068 -2.6513
P 1.1332 -5.6244 0.0175
C 2.2082 -7.1607 0.5253
C 3.6151 -7.2394 -0.0743
C 1.4949 -8.5358 0.5449
C 2.3771 -4.3488 -0.4099
C 3.0476 -4.2963 -1.6405
C 4.0681 -3.4182 -1.7145
C 4.3566 -2.4950 -0.7259
C 3.6735 -2.4054 0.4144
C 2.5922 -3.3586 0.5707
N 1.7568 -3.3581 1.7245
C 2.3217 -3.8716 2.9086
C 3.5603 -4.6053 3.0629
C 3.9624 -5.1345 4.3299
C 3.0924 -4.8824 5.3844
C 2.0570 -3.9993 5.3324
C 1.7064 -3.4542 4.0898
P 0.5252 -2.1906 3.7468
C 0.7484 -0.3716 3.6528
C 2.0633 0.1233 4.2624
C 0.4714 -0.0597 2.1216
C -0.9273 -2.6999 4.6060
C -2.2842 -1.9345 4.4107
C -1.1468 -4.2215 4.2465
H -1.0286 -4.9724 -2.8479
H -0.7684 -4.0205 -1.3713
H 0.5581 -3.9825 -2.6784
H -0.5092 -6.5781 -1.2907
H 1.7961 -6.3769 -3.2749
H 1.5133 -7.7584 -2.1785
H 0.2231 -7.2704 -3.2797
H 2.3429 -6.8790 1.5983
H 3.5912 -7.5463 -1.1356
H 4.2382 -6.3860 0.1276
H 4.0106 -8.1365 0.4146
H 1.4396 -9.0259 -0.4760
H 2.0511 -9.2154 1.2386
H 0.5050 -8.5341 0.9773
H 3.0413 -5.0284 -2.4320
H 4.5924 -3.4065 -2.6221
H 5.2293 -1.8146 -0.8916
H 3.9169 -1.6474 1.1528
H 4.1367 -4.7181 2.1822
H 4.8519 -5.6890 4.4654
H 3.3716 -5.4285 6.2852
H 1.4239 -3.7592 6.2394
H -0.1073 -0.0331 4.2547
H 2.9249 -0.1171 3.6419
H 1.9625 1.2334 4.4212
H 2.2202 -0.3334 5.2848
H 1.0476 -1.2186 0.3529
H -0.6079 0.2325 2.0691
H 1.0737 0.8541 1.7551
H -0.7620 -2.6681 5.6797
H -2.7232 -2.2063 3.4265
H -2.9736 -2.1384 5.1802
H -2.1805 -0.8363 4.3548
H -0.7986 -4.4748 3.2246
H -0.7012 -4.8968 5.0192
H -2.2565 -4.4197 4.1835
C -5.6193 6.5481 -1.0926
C -5.1812 5.6011 -0.0176
N -4.4212 4.4379 -0.5138
C -4.9913 3.1778 -0.5730
C -4.3362 1.9781 -0.7986
C -5.3417 0.9047 -1.0263
O -6.5382 1.2748 -0.9459
O -4.9709 -0.3105 -1.3924
C -2.9134 1.9975 -0.8451
O -2.1468 0.9887 -1.1750
C -2.2510 3.3255 -0.7096
C -0.8492 3.3961 -0.8337
C -0.2470 4.6358 -0.9109
F 1.0912 4.5995 -1.0191
C -0.9916 5.8529 -0.9924
C -2.4111 5.7821 -0.7244
C -3.0087 4.5517 -0.6911
N -0.4217 7.1225 -1.1960
C 0.9612 7.4406 -0.7230
C 1.1450 8.9154 -0.4701
N 0.6604 9.7308 -1.6934
C -0.7190 9.3642 -2.1433
C -0.7513 7.8523 -2.4094
H -6.2105 7.3157 -0.6300
H -6.2111 6.0559 -1.9298
H -4.7265 6.9972 -1.6227
H -6.0371 5.1478 0.5539
H -4.5682 6.0568 0.7948
H -6.0750 3.1794 -0.5439
H -0.3688 2.4600 -0.7553
H -2.9609 6.7202 -0.5812
H 1.7250 7.0932 -1.5121
H 1.1983 6.9762 0.2285
H 2.2046 9.1272 -0.4584
H 0.6420 9.3280 0.3989
H 1.3169 9.5054 -2.4892
H 0.7013 10.6881 -1.5194
H -0.8755 9.9484 -3.0775
H -1.4310 9.5971 -1.3729
H -0.0527 7.6732 -3.2410
H -1.7900 7.6238 -2.7625
N 0.6823 -1.2176 1.3026
C 0.7355 -2.3974 1.9557
F 0.4164 4.2291 -3.8940
C 0.0044 2.9748 -4.3353
C -1.3519 2.7421 -4.1411
F -2.1430 3.6606 -3.5918
C -1.7338 1.4141 -4.4404
F -3.0046 1.0405 -4.2461
C -0.8983 0.4074 -5.0385
S -1.3917 -1.1824 -5.3115
C 0.4052 0.8358 -5.4238
F 1.2799 -0.0844 -5.9342
C 0.8749 2.0551 -4.9064
F 2.2138 2.3619 -4.8606
*
```

For the energy relative to the best compared isomer or geometry (same formula, charge and spin), the calculation gives 0.0000 eV.

=====

# 3
The following is a quantum chemistry calculation of CuH14O7 as an isolated structure in a non-equilibrium geometry, from OMol25.

Geometry as ORCA input:
```
! RIJCOSX wB97M-V def2-TZVPD def2/J DEFGRID3
* xyz 1 1
Cu -5.8372 9.0473 -29.8590
O -5.1979 9.6129 -27.0233
H -5.5998 10.0535 -26.2270
H -4.2839 9.8979 -26.9658
O -5.9381 7.3295 -28.9041
H -6.8165 7.2814 -28.4464
H -6.0580 6.6223 -29.5219
O -6.9780 11.6966 -31.6073
H -6.4985 10.9286 -31.3726
H -6.8773 11.7172 -32.5441
O -6.7098 8.3993 -31.5932
H -7.3827 7.7739 -31.8118
H -5.9804 8.0928 -32.1757
O -3.8710 8.4714 -30.4619
H -3.8053 8.7811 -31.3735
H -3.0207 8.5478 -30.0856
O -5.0073 10.7052 -29.3856
H -4.0757 10.7141 -29.6192
H -5.1744 10.4833 -28.4546
O -7.5475 9.8454 -29.3461
H -7.8050 9.7324 -28.4365
H -8.3313 9.5773 -29.8625
*
```

For the energy relative to the best compared isomer or geometry (same formula, charge and spin), the calculation gives 1.6730 eV.

=====

# 4
The following is a quantum chemistry calculation of one molecule with the formula C8H15O4P in a non-equilibrium geometry, from OMol25.

Geometry as ORCA input:
```
! RIJCOSX wB97M-V def2-TZVPD def2/J DEFGRID3
* xyz 0 1
C 5.0174 0.6363 -0.6690
C 3.6300 0.6198 -0.2713
C 2.4881 0.9384 -0.0465
P 0.7662 0.7566 0.5309
O 0.6473 0.4573 1.9885
O 0.3780 -0.5564 -0.4926
C 0.6316 -1.9242 -0.2556
C -0.3505 -2.4081 0.7918
C -0.7970 1.7845 0.0088
O -0.6021 3.0348 0.5488
O -1.9015 1.0614 0.4572
C -2.6773 0.4653 -0.5805
C -3.9041 -0.0913 0.1053
H 5.3807 0.2828 0.2773
H 5.3022 -0.2275 -1.2644
H 5.4842 1.5601 -0.9802
H 0.5642 -2.4400 -1.2408
H 1.7354 -2.0379 -0.1588
H -0.3433 -1.8055 1.7359
H -1.2610 -2.2193 0.2480
H -0.0771 -3.3885 1.0521
H -0.8982 1.9340 -1.0843
H -1.3474 3.3373 1.0036
H -3.0232 1.1651 -1.4918
H -2.1466 -0.3227 -1.1172
H -3.7435 0.0711 1.1557
H -4.7253 0.4110 -0.2394
H -4.2275 -1.0944 -0.0115
*
```

For the energy relative to the best compared isomer or geometry (same formula, charge and spin), the calculation gives 0.1810 eV. As for the SMILES: CC#C[P@](=O)(OCC)[C@H](O)OCC.

=====

# 5
The following is a quantum chemistry calculation of a 2-piece molecular cluster, C7H8N2O overall in a non-equilibrium geometry, from OMol25.

Geometry as ORCA input:
```
! RIJCOSX wB97M-V def2-TZVPD def2/J DEFGRID3
* xyz 0 1
C 1.6272 -0.3765 -0.2184
C -0.2105 -1.0473 -2.5609
C -1.6988 0.8750 -0.1558
C -0.2178 -1.5273 -1.3357
C -0.7605 0.6286 0.7019
C -0.1121 0.8618 2.0134
C 0.4768 -1.0585 -0.1360
N 2.4411 0.4324 -0.2348
N 1.1027 1.4338 1.9839
O -0.6463 0.4678 3.0009
H -0.9130 -1.4157 -3.2723
H 0.2531 -0.0917 -2.5596
H -1.8595 0.3969 -1.0778
H -2.4707 1.5523 0.0940
H -0.6580 -2.4878 -1.1870
H 0.1708 -1.6432 0.8327
H 1.8461 1.4495 1.2793
H 1.6294 1.5501 2.8322
*
```

For the energy relative to the best compared isomer or geometry (same formula, charge and spin), the calculation gives 4.6403 eV.

=====

# 6
The following is a quantum chemistry calculation of a 10-piece molecular cluster, C37H65F12NO13 overall in a non-equilibrium geometry, from OMol25.

Geometry as ORCA input:
```
! RIJCOSX wB97M-V def2-TZVPD def2/J DEFGRID3
* xyz 0 1
C -9.6235 14.2482 26.4164
C -8.6251 13.7272 27.4561
O -8.2451 12.3828 27.0984
C -7.5261 11.5446 27.8523
O -7.1408 11.8097 28.9972
C -7.4697 10.0811 27.2928
F -8.1573 9.2741 28.1498
F -8.0346 9.9892 26.0895
F -6.1779 9.7534 27.2932
H -9.1905 14.1967 25.4174
H -9.7095 15.3245 26.5659
H -10.5602 13.6927 26.4611
H -9.1705 13.8252 28.3947
H -7.7429 14.3576 27.5679
C -8.5303 7.5489 13.7324
C -9.7152 7.5538 14.7425
O -9.7306 6.3912 15.5364
C -8.9968 6.3553 16.6782
O -8.2093 7.2161 16.9829
C -9.1793 5.0975 17.4932
F -8.0058 4.5524 17.6583
F -9.6633 5.3568 18.7318
F -10.0752 4.2558 16.9885
H -8.3725 8.4950 13.2147
H -8.7385 6.7833 12.9849
H -7.6059 7.3723 14.2823
H -10.6373 7.6810 14.1755
H -9.6442 8.4815 15.3103
C 3.9555 11.9124 23.1422
C 4.7245 10.9348 22.2445
O 5.1662 11.6177 21.0751
C 5.9468 10.9856 20.1997
O 6.3199 9.8056 20.2908
C 6.4300 11.8145 18.9683
F 7.4900 12.4183 19.3983
F 6.6264 11.0066 17.9138
F 5.5681 12.7625 18.6978
H 4.6296 12.7408 23.3602
H 3.6445 11.5361 24.1168
H 3.1018 12.2956 22.5833
H 4.0609 10.1490 21.8836
H 5.5094 10.4587 22.8323
C -4.8226 2.7161 29.6864
C -3.8167 2.4889 28.5893
O -4.4247 2.7950 27.3434
C -3.7782 2.6356 26.1895
O -2.6118 2.2584 26.0641
C -4.6216 2.8497 24.8668
F -5.9056 3.2149 25.2039
F -4.0503 3.8094 24.1989
F -4.7015 1.7374 24.1129
H -4.3360 2.5366 30.6450
H -5.6806 2.0601 29.5400
H -5.1879 3.7411 29.6232
H -3.4293 1.4705 28.5605
H -2.9664 3.1534 28.7423
C 0.0883 7.5502 8.4560
C -1.0069 6.6306 9.0744
N -1.2309 6.7545 10.5140
C -2.2319 5.8011 10.9808
C -1.7477 4.3420 10.8054
C -1.6375 8.1595 10.8462
C -1.6416 8.4887 12.3569
H 0.1907 7.2217 7.4218
H 1.0328 7.7503 8.9618
H -0.3141 8.5415 8.2470
H -1.9476 6.8612 8.5745
H -0.6914 5.6248 8.7970
H -2.5315 6.0312 12.0032
H -3.1518 5.9324 10.4111
H -2.5278 3.6727 11.1683
H -1.4397 4.0725 9.7952
H -0.9143 4.1169 11.4710
H -2.5921 8.4904 10.4373
H -0.8318 8.7918 10.4730
H -2.6060 8.1539 12.7392
H -1.7313 9.5535 12.5717
H -0.8345 8.0812 12.9656
C 2.9138 4.7981 23.8774
C 2.8349 5.0159 25.3383
C 1.6734 5.9278 25.8101
O 3.7250 4.6004 26.1059
H 1.9768 4.8014 23.3204
H 3.2546 3.7894 23.6440
H 3.4529 5.6741 23.5167
H 1.5632 5.8394 26.8909
H 0.7432 5.5247 25.4098
H 1.8397 6.9871 25.6141
C -2.8000 14.9970 25.5156
C -2.1793 14.2314 26.6712
C -1.6450 14.9992 27.8746
O -1.9760 13.0174 26.6766
H -3.7774 15.4482 25.6866
H -2.8060 14.3015 24.6763
H -2.1250 15.8429 25.3862
H -2.2514 15.8938 28.0164
H -0.5876 15.1987 27.7009
H -1.8079 14.4350 28.7929
C -6.1497 14.7128 19.7614
C -6.9908 14.6504 18.4882
C -6.8936 13.2926 17.7603
O -7.6199 15.5768 18.0838
H -6.4195 13.7965 20.2864
H -6.3847 15.6363 20.2905
H -5.0991 14.8089 19.4874
H -5.8629 12.9496 17.6705
H -7.2494 13.4193 16.7379
H -7.5465 12.5767 18.2596
C 2.2499 17.6465 18.0777
C 1.2673 16.5285 18.1202
C 1.1812 15.6025 16.8763
O 0.5118 16.4085 19.0988
H 3.2753 17.2887 18.1710
H 1.9556 18.3090 18.8916
H 2.1026 18.0539 17.0775
H 0.1437 15.2861 16.7689
H 1.7419 14.6767 17.0044
H 1.5463 16.0330 15.9438
C -3.2367 9.7360 20.8946
C -1.8005 9.4694 20.7348
C -1.0128 10.5568 20.0736
O -1.2484 8.3923 21.0437
H -3.7654 9.6251 19.9479
H -3.4244 10.7203 21.3237
H -3.6327 9.0076 21.6021
H -1.4671 10.7947 19.1118
H -0.0022 10.1685 19.9467
H -0.9397 11.4245 20.7293
*
```

For the energy relative to the best compared isomer or geometry (same formula, charge and spin), the calculation gives 3.2827 eV. As for the SMILES: CCOC(=O)C(F)(F)F.CCOC(=O)C(F)(F)F.CCOC(=O)C(F)(F)F.CCOC(=O)C(F)(F)F.CCN(CC)CC.CC(C)=O.CC(C)=O.CC(C)=O.CC(C)=O.CC(C)=O.

=====

no.,DFT total energy (Ha)
1,-3134.5064
2,-4175.1073
3,-2175.2856
4,-956.0318
5,-456.1237
6,-3680.0018